Record 1
This record from OMol25 describes an isolated molecule of C16H15FN2O2S. The level of theory is ωB97M-V/def2-TZVPD.

Cartesian coordinates (Å):
H: 1.382 -1.672 -2.730
N: 0.119 -2.081 0.414
C: 2.724 2.590 1.330
C: -2.739 1.174 -1.494
H: 5.323 -0.621 -0.065
H: 0.199 1.254 -0.514
C: -2.378 -0.099 -1.086
C: 1.178 1.364 -0.073
C: 4.288 -0.444 -0.278
C: -1.956 0.721 1.144
H: -1.659 0.503 2.157
H: 4.730 1.852 1.484
C: 3.496 0.630 0.215
H: 1.398 -3.193 -0.772
H: -3.052 1.379 -2.506
C: 1.456 2.420 0.767
C: -2.700 2.202 -0.564
S: -1.498 -1.955 0.744
H: 0.724 -1.492 0.961
O: -2.161 -2.910 -0.092
H: 0.679 3.137 0.990
H: -2.415 -0.937 -1.763
C: 3.748 1.711 1.059
H: -2.317 2.825 1.444
N: 2.223 -0.657 -1.128
C: 1.092 -1.290 -1.746
O: -1.637 -2.021 2.165
H: 2.898 3.432 1.982
C: 0.586 -2.466 -0.889
H: 0.301 -0.549 -1.877
C: -2.321 1.998 0.753
H: 3.712 -2.085 -1.629
F: -3.050 3.440 -0.955
C: 3.482 -1.196 -1.073
H: -0.259 -2.960 -1.371
C: 2.201 0.460 -0.337
C: -1.984 -0.308 0.222

HOMO energy: -8.18 eV
SMILES string: O=S(=O)(NCCn1ccc2ccccc21)c1ccc(F)cc1
Relative energy (zero: lowest compared OMol25 entry of this formula, charge and spin): 23.2 kcal/mol
E: -1376.75047 hartree

What are the Mulliken partial charges on each atom? They are as follows, in elementary charge units: H 0.327; N -0.222; C -0.592; C -0.635; H 0.460; H 0.228; C -0.339; C 0.049; C -1.207; C -0.205; H 0.462; H 0.409; C 0.813; H 0.372; H 0.446; C -0.710; C 0.373; S 1.234; H 0.293; O -0.690; H 0.412; H 0.556; C -0.623; H 0.492; N 0.213; C -0.755; O -0.707; H 0.382; C -0.684; H 0.352; C -0.687; H 0.396; F -0.337; C -0.195; H 0.414; C -0.013; C -0.084



Record 2
This record from OMol25 describes a cluster of 2 separate species, C3H11NP in total at a distorted geometry. The level of theory is ωB97M-V/def2-TZVPD.

Cartesian coordinates (Å):
H: 2.954 0.951 0.636
C: -0.908 -1.766 0.486
H: 1.447 2.241 -1.540
H: 1.917 3.122 -0.077
P: 1.500 0.714 0.425
H: -2.619 -0.989 -0.734
H: -1.359 -0.077 1.502
H: 1.848 0.051 -0.823
H: -0.544 -2.781 0.510
C: -1.548 -1.386 -0.786
H: -0.673 -1.498 2.406
H: -1.023 -0.467 -1.224
N: -1.000 -0.997 1.512
C: 1.252 2.332 -0.529
H: -1.537 -2.122 -1.538
H: 0.292 2.671 -0.226

HOMO energy: -13.44 eV
Net charge: +1
Relative energy (zero: lowest compared OMol25 entry of this formula, charge and spin): 79.5 kcal/mol
E: -516.68811 hartree

What are the Mulliken partial charges on each atom? They are as follows, in elementary charge units: H 0.119; C 0.194; H 0.366; H 0.338; P -0.178; H 0.340; H 0.289; H 0.067; H 0.377; C -0.941; H 0.298; H 0.263; N -0.208; C -0.930; H 0.343; H 0.263



Record 3
This record from OMol25 describes a structure of composition C48H47N2OPdSbTe at a distorted geometry. The level of theory is ωB97M-V/def2-TZVPD.

Cartesian coordinates (Å):
C: 1.645 1.748 4.890
C: 1.346 -5.116 -0.392
C: -1.852 0.979 -2.721
C: -0.560 5.630 2.284
H: -4.014 0.756 -5.828
H: -2.149 -5.427 -3.991
H: -3.495 0.095 -1.622
H: -2.216 3.504 -2.243
H: 0.325 3.759 2.792
H: -1.181 -4.706 -1.865
C: 3.018 -4.072 2.514
C: 2.593 2.893 1.268
H: 2.305 1.803 -1.170
Sb: 0.366 -2.218 -0.781
H: 1.924 -7.176 -0.239
H: -0.310 1.835 -3.962
H: -0.655 6.971 -0.816
C: -0.584 -1.919 -3.705
H: -2.853 1.668 1.598
C: -2.164 -2.607 2.830
H: 0.062 0.944 3.682
H: 0.418 -5.267 0.149
H: -2.120 -3.925 -5.955
C: -4.360 4.368 0.227
C: 0.387 1.706 0.807
H: 2.387 2.954 2.335
H: 4.041 -6.858 -1.475
C: -0.631 -2.742 -2.586
C: 1.306 2.877 0.415
C: -1.720 -4.436 -3.910
C: 1.776 2.749 -1.032
C: 1.131 1.023 3.834
C: -2.462 -3.078 0.120
C: -1.311 1.432 -3.902
H: 2.046 -4.525 2.354
H: -0.155 -2.089 2.389
H: -2.624 -3.234 -0.936
C: 4.067 -0.441 2.171
C: -1.703 -3.593 -5.014
C: 2.891 -3.674 -1.546
H: 3.323 -4.205 3.553
Te: -0.939 0.968 -0.747
H: -3.933 5.170 -1.717
C: -4.051 3.388 1.159
C: 0.117 4.459 1.988
H: -5.123 5.103 0.448
C: 2.952 -2.620 2.164
C: -1.128 -2.337 -4.913
O: 1.948 -2.141 1.608
C: -2.420 2.480 -0.353
C: -3.382 -3.064 2.345
H: 5.107 -0.124 2.177
Pd: 1.178 -0.142 1.092
H: 3.174 -2.697 -1.924
H: -4.205 -3.249 3.022
C: 2.195 -6.194 -0.605
C: 3.820 1.069 4.181
C: -1.223 -2.648 0.596
H: 3.461 2.358 5.862
C: 3.741 -4.754 -1.756
H: 3.195 2.007 1.064
C: -1.098 -2.401 1.966
C: -3.888 0.369 -3.727
H: 0.547 4.911 -1.336
H: 3.176 3.772 0.991
C: 3.019 1.784 5.058
H: -1.736 1.702 -5.987
C: 3.389 -6.014 -1.293
C: -2.723 3.459 -1.288
H: -4.575 3.351 2.105
C: 3.240 0.371 3.138
N: 4.010 -1.860 2.480
H: -0.110 -0.947 -3.653
C: -2.116 1.351 -5.037
C: -0.441 6.267 -0.022
N: 1.902 0.354 2.963
H: -0.863 5.837 3.302
H: 0.937 2.784 -1.736
H: -1.093 -1.682 -5.774
H: 0.977 2.274 5.557
H: -4.474 -3.640 0.593
C: -1.180 -4.019 -2.703
C: -3.076 2.442 0.870
H: -1.359 7.463 1.501
H: 3.750 -4.568 1.873
H: 4.754 -2.277 3.016
C: 0.532 4.175 0.687
H: 2.458 3.559 -1.290
C: -3.528 -3.291 0.987
H: 3.686 -0.294 1.159
C: -0.840 6.542 1.274
H: -4.885 -0.044 -3.661
H: 4.895 1.060 4.296
H: 4.673 -4.612 -2.287
C: -3.694 4.405 -0.990
C: 1.687 -3.854 -0.871
H: -0.369 1.914 1.566
H: -2.038 -2.424 3.890
C: -3.394 0.821 -4.944
C: 0.242 5.092 -0.314
C: -3.114 0.443 -2.574

HOMO energy: -13.06 eV
Net charge: +2
Relative energy (zero: lowest compared OMol25 entry of this formula, charge and spin): 58.4 kcal/mol
E: -2677.59074 hartree

Here are the Mulliken charges for atoms 1 to 99, given in e: C -0.989; C -0.163; C 0.626; C -1.124; H 0.459; H 0.442; H 0.476; H 0.385; H 0.172; H 0.454; C -1.521; C -1.684; H 0.141; Sb -0.052; H 0.457; H 0.544; H 0.444; C -0.937; H 0.515; C -0.880; H 0.679; H 0.493; H 0.453; C -0.584; C -1.218; H 0.349; H 0.423; C 0.724; C 3.355; C -0.757; C -2.639; C -0.648; C -1.061; C -0.186; H 0.289; H 0.409; H 0.485; C -1.532; C -0.753; C -0.663; H 0.530; Te 0.711; H 0.474; C -0.802; C 0.161; H 0.428; C 0.083; C -0.382; O 0.232; C 0.510; C -0.673; H 0.720; Pd 1.139; H 0.417; H 0.431; C -0.782; C -0.896; C 1.609; H 0.440; C -0.666; H 0.236; C -0.429; C -0.858; H 0.417; H 0.575; C -0.583; H 0.475; C -0.602; C -0.113; H 0.487; C 0.961; N 0.066; H 0.436; C -0.819; C -0.982; N 0.409; H 0.452; H 0.671; H 0.483; H 0.540; H 0.445; C -0.344; C -0.489; H 0.450; H 0.314; H 0.303; C -0.381; H 0.540; C -0.833; H 0.187; C -0.595; H 0.475; H 0.527; H 0.457; C -0.684; C 0.712; H 0.685; H 0.479; C -0.628



Which of these has the highest HOMO energy? C16H15FN2O2S